Entry 1:
Computed, not measured: a structure of composition C2H4O2S, with ωB97M-V/def2-TZVPD.

Output
M ... 92.1 g mol⁻¹
E_tot ... -17066.1530 eV
Spin multiplicity ... 1
HOMO-LUMO gap (spin up / spin down) ... 0.2886 / 0.2891 Eh
Net charge ... 0

Each line ends with the natural charge from an NBO analysis.
Cartesian coordinates (Å):
C1 -1.674 -0.165 -0.813  0.69
C2 1.874 0.556 1.104  -0.41
O1 -2.627 0.521 -0.994  -0.54
O2 -1.319 -1.381 -1.220  -0.70
S1 -0.305 0.596 0.119  -0.18
H1 2.537 -0.135 0.588  0.21
H2 1.787 0.346 2.136  0.19
H3 1.628 1.621 0.752  0.24
H4 -1.901 -1.960 -1.671  0.50

=====

Entry 2:
Computed, not measured: a cluster of 2 separate species, C34H48BrCl2FNO4PS in total, with ωB97M-V/def2-TZVPD.

Output
M ... 767.6 g mol⁻¹
E_tot ... -163639.0058 eV
Spin multiplicity ... 1
HOMO-LUMO gap ... 0.3043 Eh
Net charge ... 0

Each line ends with the Löwdin charge.
Cartesian coordinates (Å):
C1 5.804 -4.384 4.502  0.06
C2 5.825 -3.215 4.132  -0.13
C3 5.660 -1.884 3.294  -0.19
C4 4.101 -1.519 3.249  -0.22
C5 3.440 -1.619 1.810  -0.16
C6 3.490 -0.286 0.961  -0.09
C7 4.338 0.866 1.450  0.06
C8 4.467 2.174 0.682  -0.20
O1 5.293 3.218 1.178  -0.11
C9 4.598 3.719 2.376  -0.23
C10 4.925 5.265 2.551  -0.08
C11 3.715 2.289 -0.608  -0.12
C12 3.857 3.627 -1.437  -0.22
C13 3.143 4.865 -0.713  -0.66
C14 1.793 5.155 -1.549  -0.15
Br1 4.342 6.441 -0.971  0.65
C15 2.888 1.144 -1.093  -0.33
C16 2.719 -0.171 -0.347  -0.16
N1 1.903 -1.232 -0.903  0.04
C17 0.552 -0.815 -1.270  -0.13
C18 0.369 0.385 -2.172  -0.41
C19 -0.942 0.921 -2.634  -0.06
C20 -2.189 0.182 -2.175  -0.01
C21 -2.122 -1.024 -1.274  -0.10
C22 -3.475 -1.762 -0.839  -0.15
C23 -4.585 -1.781 -1.968  -0.21
C24 -5.530 -0.507 -2.068  -0.22
P1 -5.841 0.419 -0.484  0.65
O2 -4.730 1.416 -0.284  -0.30
O3 -7.257 1.331 -0.761  -0.25
C25 -7.601 2.046 0.454  -0.30
C26 -8.867 2.982 0.187  -0.08
O4 -6.165 -0.563 0.842  -0.24
C27 -5.436 -0.035 1.986  -0.31
C28 -5.661 -0.915 3.294  -0.08
C29 -0.753 -1.506 -0.806  0.00
C30 -0.736 -2.766 0.195  -0.23
F1 0.209 -2.563 1.278  -0.07
C31 -0.486 -4.114 -0.620  -0.20
C32 -1.488 -5.266 -0.123  -0.11
S1 1.933 1.237 -2.675  0.91
H1 5.856 -5.485 4.684  0.04
H2 6.011 -2.028 2.225  0.12
H3 6.249 -1.067 3.827  0.11
H4 3.952 -0.497 3.730  0.11
H5 3.553 -2.251 3.918  0.11
H6 3.934 -2.468 1.223  0.13
H7 2.340 -1.864 1.973  0.10
H8 4.954 0.818 2.400  0.10
H9 4.841 3.112 3.301  0.12
H10 3.484 3.638 2.180  0.12
H11 5.998 5.479 2.238  0.09
H12 4.217 5.837 1.866  0.03
H13 4.795 5.637 3.609  0.08
H14 4.970 3.879 -1.456  0.09
H15 3.524 3.536 -2.516  0.09
H16 2.946 4.698 0.382  0.08
H17 1.065 4.306 -1.407  0.08
H18 2.133 5.284 -2.628  0.08
H19 1.404 6.161 -1.213  0.07
H20 1.930 -2.095 -0.355  0.10
H21 -1.011 1.840 -3.279  0.10
H22 -3.158 0.629 -2.546  0.08
H23 -3.159 -2.852 -0.699  0.09
H24 -3.817 -1.414 0.178  0.10
H25 -4.031 -1.858 -2.965  0.12
H26 -5.256 -2.700 -1.940  0.12
H27 -5.224 0.255 -2.858  0.10
H28 -6.551 -0.886 -2.426  0.10
H29 -7.882 1.316 1.286  0.12
H30 -6.711 2.693 0.753  0.12
H31 -8.674 3.947 0.762  0.08
H32 -9.776 2.444 0.608  0.08
H33 -8.979 3.152 -0.922  0.08
H34 -4.311 -0.042 1.792  0.11
H35 -5.707 1.039 2.233  0.11
H36 -5.430 -2.017 3.128  0.08
H37 -4.921 -0.544 4.079  0.09
H38 -6.692 -0.732 3.716  0.08
H39 -1.737 -2.904 0.720  0.12
H40 0.600 -4.447 -0.666  0.07
H41 -0.796 -3.901 -1.700  0.11
H42 -1.771 -5.983 -0.962  0.08
H43 -2.482 -4.840 0.247  0.07
H44 -1.038 -5.800 0.771  0.08
Cl1 2.298 -4.088 -2.742  0.58
C33 3.298 -2.822 -3.500  -0.65
C34 2.963 -2.628 -4.962  -0.66
Cl2 3.445 -4.028 -5.956  0.53
H45 4.346 -3.091 -3.361  0.07
H46 3.107 -1.898 -2.951  0.04
H47 3.502 -1.763 -5.353  0.07
H48 1.896 -2.460 -5.110  0.07

=====

Entry 3:
Computed, not measured: a cluster of 2 separate species, C3H4N2O2 in total, with ωB97M-V/def2-TZVPD.

Output
M ... 100.1 g mol⁻¹
E_tot ... -10247.9263 eV
Spin multiplicity ... 1
HOMO-LUMO gap ... 0.3728 Eh
Net charge ... 0

Each line ends with the natural charge from an NBO analysis.
Cartesian coordinates (Å):
N1 1.216 -2.749 -0.205  -0.11
N2 2.287 -2.780 0.068  0.44
O1 3.400 -2.816 0.350  -0.33
C1 -0.445 0.049 0.947  -0.27
C2 -0.169 0.238 -0.340  -0.33
C3 1.199 0.532 -0.788  0.39
O2 2.094 0.918 -0.080  -0.52
H1 -1.433 -0.182 1.308  0.20
H2 0.340 0.116 1.683  0.21
H3 -0.921 0.155 -1.112  0.21
H4 1.367 0.360 -1.871  0.11

=====

Entry 4:
Computed, not measured: the molecule C20H27N3O2, with ωB97M-V/def2-TZVPD.

Output
M ... 341.5 g mol⁻¹
E_tot ... -29744.1699 eV
Spin multiplicity ... 1
HOMO-LUMO gap ... 0.3168 Eh
Net charge ... 0

Each line ends with the natural charge from an NBO analysis.
Cartesian coordinates (Å):
C1 1.147 -0.501 -2.013  -0.63
C2 2.268 0.386 -1.508  0.01
C3 3.609 -0.338 -1.353  -0.44
C4 4.664 0.772 -1.509  -0.40
C5 3.805 2.031 -1.429  -0.21
C6 3.186 2.043 -0.021  -0.43
C7 1.901 1.209 -0.233  0.18
C8 1.547 0.353 0.964  0.68
O1 2.455 -0.255 1.518  -0.65
N1 0.272 0.223 1.383  -0.43
C9 -0.902 0.862 0.811  -0.21
C10 -2.144 0.516 1.628  -0.24
N2 -2.307 -0.915 1.727  -0.41
C11 -3.416 -1.524 1.224  0.40
C12 -3.547 -2.925 1.184  -0.32
C13 -4.713 -3.464 0.688  -0.14
C14 -5.725 -2.622 0.241  -0.32
C15 -5.504 -1.261 0.322  0.07
N3 -4.395 -0.721 0.793  -0.50
C16 -1.117 -1.665 2.068  -0.21
C17 0.005 -0.711 2.460  -0.24
O2 0.905 2.111 -0.702  -0.55
C18 1.399 2.584 -1.950  -0.07
C19 2.582 1.674 -2.303  -0.06
C20 2.825 1.563 -3.794  -0.62
H1 0.984 -1.323 -1.317  0.22
H2 0.221 0.061 -2.114  0.21
H3 1.407 -0.919 -2.983  0.22
H4 3.665 -0.815 -0.375  0.25
H5 3.714 -1.109 -2.116  0.21
H6 5.413 0.746 -0.719  0.21
H7 5.183 0.705 -2.465  0.20
H8 4.323 2.951 -1.698  0.21
H9 3.838 1.585 0.720  0.24
H10 2.911 3.042 0.320  0.22
H11 -1.047 0.516 -0.217  0.20
H12 -0.763 1.944 0.788  0.23
H13 -2.078 0.957 2.630  0.19
H14 -3.035 0.908 1.135  0.27
H15 -2.757 -3.568 1.535  0.22
H16 -4.836 -4.537 0.647  0.21
H17 -6.649 -3.015 -0.153  0.22
H18 -6.250 -0.549 -0.010  0.19
H19 -1.322 -2.340 2.908  0.20
H20 -0.789 -2.272 1.211  0.19
H21 0.928 -1.267 2.643  0.26
H22 -0.257 -0.170 3.375  0.19
H23 0.591 2.517 -2.687  0.18
H24 1.702 3.635 -1.865  0.18
H25 3.580 0.814 -4.015  0.22
H26 1.906 1.284 -4.306  0.21
H27 3.159 2.520 -4.189  0.22

=====

Entry 5:
Computed, not measured: the molecule C2H4N2O2, with ωB97M-V/def2-TZVPD.

Output
<S²> ... 2.0098
M ... 88.1 g mol⁻¹
E_tot ... -9209.5204 eV
Spin multiplicity ... 3
HOMO-LUMO gap (spin up / spin down) ... 0.2378 / 0.2412 Eh
Net charge ... 0

Each line ends with the Mulliken spin population.
Cartesian coordinates (Å):
C1 0.147 0.055 -0.007  0.78
C2 -1.275 -0.258 0.788  0.03
N1 0.771 -1.001 -0.520  0.14
N2 0.702 1.235 -0.066  0.13
O1 -1.593 -1.425 0.490  0.32
O2 -1.779 0.712 1.283  0.56
H1 0.028 -1.852 -0.213  0.00
H2 1.427 -1.008 -1.244  0.01
H3 0.166 2.041 0.202  0.00
H4 1.406 1.501 -0.713  0.01

=====

Entry 6:
Computed, not measured: the ion C9H13N5 with charge +2, with ωB97M-V/def2-TZVPD.

Output
M ... 191.2 g mol⁻¹
E_tot ... -16974.4424 eV
Spin multiplicity ... 1
HOMO-LUMO gap ... 0.2656 Eh
Net charge ... +2

Each line ends with the natural charge from an NBO analysis.
Cartesian coordinates (Å):
C1 -2.284 0.571 -0.121  -0.74
C2 -1.046 1.150 0.407  0.73
N1 -0.990 1.787 1.574  -0.65
N2 0.163 1.243 -0.430  -0.20
C3 0.741 2.382 -0.654  0.07
C4 1.836 2.159 -1.544  -0.27
C5 1.649 0.839 -1.952  0.11
N3 0.618 0.290 -1.254  -0.13
C6 0.178 -1.115 -1.286  -0.04
N4 0.603 -1.669 -0.019  -0.21
C7 1.625 -2.543 0.327  -0.02
C8 1.560 -2.742 1.630  -0.30
C9 0.547 -1.796 2.057  0.01
N5 -0.023 -1.187 1.035  -0.34
H1 -2.017 0.380 -1.117  0.25
H2 -3.057 1.290 -0.006  0.30
H3 -2.566 -0.500 0.110  0.34
H4 -0.122 2.036 2.036  0.45
H5 -1.663 1.708 2.314  0.47
H6 0.226 3.286 -0.174  0.29
H7 2.633 2.827 -1.978  0.32
H8 2.013 0.231 -2.720  0.27
H9 0.541 -1.722 -2.131  0.29
H10 -0.885 -1.074 -1.249  0.22
H11 2.275 -3.011 -0.472  0.26
H12 2.174 -3.467 2.254  0.29
H13 0.321 -1.382 3.024  0.23